Entry 1:
{
  "formula": "C33H23NO2S",
  "method": "ωB97M-V/def2-TZVPD",
  "species": ["C", "C", "C", "C", "C", "C", "N", "S", "C", "C", "C", "C", "C", "C", "O", "O", "C", "C", "H", "H", "H", "H", "H", "H", "H", "H", "H", "H", "C", "C", "C", "C", "C", "C", "C", "C", "C", "C", "C", "C", "C", "C", "C", "C", "C", "C", "C", "H", "H", "H", "H", "H", "H", "H", "H", "H", "H", "H", "H", "H"],
  "xyz": [[3.418, 3.389, -1.456], [2.355, 3.117, -2.328], [1.594, 1.961, -2.131], [1.798, 1.118, -1.019], [0.858, -0.006, -0.813], [0.052, -0.371, -1.935], [-0.607, -0.709, -2.855], [1.863, -1.403, -0.190], [1.080, -2.884, -0.833], [0.134, -3.582, -0.077], [-0.513, -4.700, -0.609], [-0.103, -5.206, -1.851], [0.948, -4.584, -2.546], [1.552, -3.433, -2.026], [3.194, -1.395, -0.737], [1.659, -1.438, 1.243], [2.844, 1.423, -0.110], [3.676, 2.517, -0.379], [4.046, 4.268, -1.629], [2.103, 3.802, -3.151], [0.787, 1.736, -2.842], [-0.137, -3.213, 0.913], [-1.331, -5.181, -0.056], [-0.599, -6.095, -2.267], [1.306, -4.999, -3.495], [2.382, -2.948, -2.542], [2.997, 0.840, 0.809], [4.531, 2.689, 0.279], [-0.755, 0.671, 0.527], [-1.326, 1.776, -0.253], [-0.580, 2.948, -0.441], [-1.068, 4.034, -1.165], [-2.310, 3.954, -1.804], [-3.066, 2.784, -1.643], [-2.607, 1.736, -0.840], [-1.457, -0.612, 0.689], [-1.198, -1.115, 2.002], [-1.881, -2.216, 2.517], [-2.808, -2.872, 1.705], [-3.049, -2.414, 0.411], [-2.355, -1.309, -0.104], [-0.334, -0.170, 2.690], [-0.086, 0.936, 1.811], [0.481, 2.074, 2.370], [0.781, 2.119, 3.740], [0.541, 1.026, 4.568], [-0.023, -0.137, 4.041], [0.449, 2.974, -0.086], [-0.459, 4.937, -1.267], [-2.665, 4.775, -2.442], [-4.026, 2.685, -2.161], [-3.252, 0.872, -0.693], [-1.667, -2.521, 3.540], [-3.328, -3.744, 2.085], [-3.765, -2.936, -0.225], [-2.512, -0.995, -1.132], [0.679, 2.947, 1.766], [1.213, 3.028, 4.152], [0.785, 1.069, 5.623], [-0.240, -1.016, 4.649]],
  "energy_ev": -51012.6563,
  "gap_ev": 7.09,
  "max_force_ev_per_a": 3.3
}



Entry 2:
{
  "formula": "C54H41IrN9O7P",
  "method": "ωB97M-V/def2-TZVPD",
  "species": ["Ir", "C", "N", "C", "N", "C", "C", "C", "C", "C", "C", "C", "C", "C", "C", "C", "C", "C", "C", "P", "C", "N", "C", "C", "N", "C", "C", "C", "C", "C", "C", "C", "C", "C", "C", "C", "C", "C", "C", "N", "C", "C", "N", "C", "C", "C", "C", "C", "C", "C", "C", "C", "C", "C", "C", "C", "H", "H", "H", "H", "H", "H", "H", "H", "H", "H", "H", "H", "H", "H", "H", "H", "H", "H", "H", "H", "H", "H", "H", "H", "H", "H", "H", "H", "H", "H", "H", "H", "H", "H", "H", "H", "H", "H", "H", "O", "N", "O", "C", "C", "C", "C", "O", "C", "C", "N", "O", "O", "N", "O", "O", "H", "H"],
  "xyz": [[0.346, -0.066, 0.049], [-4.955, 1.064, 0.715], [-3.775, 0.421, 0.135], [-2.509, 0.528, 0.586], [-1.708, -0.241, -0.176], [-2.495, -0.864, -1.112], [-3.792, -0.437, -0.936], [-5.019, -0.838, -1.643], [-5.341, -2.190, -1.739], [-6.482, -2.582, -2.422], [-7.304, -1.631, -3.009], [-6.985, -0.283, -2.919], [-5.843, 0.114, -2.240], [-1.990, -1.817, -2.109], [-1.168, -2.867, -1.713], [-0.713, -3.784, -2.644], [-1.077, -3.657, -3.976], [-1.904, -2.618, -4.376], [-2.366, -1.700, -3.446], [-1.997, 1.669, 1.922], [-0.818, 0.527, 2.690], [0.014, -0.271, 2.026], [0.483, -1.229, 2.926], [-0.020, -0.891, 4.170], [-0.843, 0.188, 3.987], [-1.605, 0.874, 5.034], [0.214, -1.486, 5.498], [1.481, -1.411, 6.070], [1.718, -2.003, 7.301], [0.694, -2.671, 7.961], [-0.572, -2.741, 7.395], [-0.814, -2.150, 6.164], [1.336, -2.399, 2.663], [2.276, -2.429, 1.537], [3.146, -3.601, 1.416], [3.046, -4.647, 2.270], [2.072, -4.619, 3.292], [1.245, -3.510, 3.475], [-0.773, 2.561, 0.953], [0.043, 1.902, 0.144], [0.611, 2.798, -0.730], [0.164, 4.051, -0.381], [-0.723, 3.874, 0.656], [-1.477, 4.933, 1.326], [0.436, 5.343, -1.030], [0.908, 6.432, -0.300], [1.170, 7.634, -0.939], [0.966, 7.751, -2.307], [0.502, 6.667, -3.038], [0.236, 5.464, -2.404], [1.551, 2.399, -1.789], [2.784, 3.029, -1.926], [3.632, 2.630, -2.946], [3.264, 1.622, -3.826], [2.025, 1.007, -3.696], [1.166, 1.395, -2.672], [-4.771, 1.276, 1.764], [-5.800, 0.387, 0.626], [-5.184, 1.989, 0.190], [-4.695, -2.930, -1.283], [-6.730, -3.633, -2.495], [-8.194, -1.940, -3.541], [-7.620, 0.458, -3.385], [-5.581, 1.165, -2.197], [-0.925, -2.995, -0.663], [-0.078, -4.603, -2.331], [-0.716, -4.372, -4.705], [-2.192, -2.522, -5.414], [-3.014, -0.889, -3.757], [-1.186, 0.599, 5.997], [-2.651, 0.576, 5.000], [-1.520, 1.949, 4.902], [2.277, -0.892, 5.549], [2.701, -1.941, 7.748], [0.883, -3.136, 8.919], [-1.369, -3.259, 7.911], [-1.799, -2.216, 5.714], [1.759, -2.245, 0.597], [3.874, -3.596, 0.616], [3.695, -5.505, 2.164], [1.962, -5.470, 3.950], [0.517, -3.539, 4.271], [-1.660, 5.734, 0.615], [-0.915, 5.324, 2.171], [-2.426, 4.533, 1.673], [1.095, 6.336, 0.764], [1.541, 8.477, -0.371], [1.174, 8.689, -2.805], [0.344, 6.759, -4.104], [-0.126, 4.615, -2.971], [3.078, 3.808, -1.235], [4.597, 3.107, -3.060], [3.932, 1.326, -4.627], [2.174, -0.058, -5.291], [0.181, 0.941, -2.634], [6.969, -2.524, -3.498], [6.702, -2.016, -2.433], [7.500, -1.658, -1.593], [5.276, -1.813, -2.127], [4.318, -2.262, -3.018], [2.980, -2.087, -2.729], [2.553, -1.424, -1.558], [1.279, -1.275, -1.309], [3.582, -0.994, -0.687], [4.928, -1.189, -0.946], [3.186, -0.385, 0.538], [3.222, -1.114, 1.641], [2.270, 0.507, 0.463], [1.922, -2.608, -3.607], [1.586, 0.033, -4.532], [2.343, -3.121, -4.603], [4.605, -2.762, -3.934], [5.689, -0.856, -0.254]],
  "energy_ev": -96513.4605,
  "gap_ev": [5.06, 5.09],
  "max_force_ev_per_a": 2.2,
  "total_charge": 2
}



Entry 3:
{
  "formula": "C30H46IrNO6PS2",
  "method": "ωB97M-V/def2-TZVPD",
  "species": ["Ir", "C", "C", "C", "C", "C", "C", "C", "C", "C", "C", "C", "C", "H", "H", "H", "H", "H", "H", "H", "H", "H", "H", "H", "H", "H", "H", "H", "H", "H", "H", "O", "C", "C", "C", "C", "C", "C", "C", "O", "N", "O", "O", "H", "H", "H", "H", "C", "C", "C", "C", "C", "H", "H", "H", "H", "H", "H", "H", "H", "H", "H", "C", "C", "C", "O", "P", "S", "S", "O", "C", "C", "C", "H", "H", "H", "H", "H", "H", "H", "H", "H", "H", "H", "H", "H", "H"],
  "xyz": [[-0.397, 0.545, -0.242], [-3.531, 0.236, -2.483], [-3.081, 1.166, -1.388], [-1.870, 1.883, -1.576], [-1.271, 1.919, -2.967], [-1.457, 2.813, -0.584], [-0.216, 3.656, -0.799], [-2.300, 3.088, 0.517], [-1.897, 4.187, 1.472], [-3.467, 2.356, 0.700], [-4.292, 2.545, 1.957], [-3.855, 1.387, -0.252], [-5.152, 0.623, -0.094], [-2.733, -0.446, -2.784], [-3.815, 0.810, -3.371], [-4.381, -0.373, -2.190], [-1.904, 2.558, -3.594], [-1.232, 0.937, -3.431], [-0.267, 2.327, -2.981], [0.558, 3.118, -1.343], [0.220, 3.966, 0.149], [-0.456, 4.558, -1.372], [-1.098, 3.861, 2.148], [-2.732, 4.530, 2.074], [-1.522, 5.052, 0.924], [-5.149, 3.206, 1.794], [-3.700, 2.965, 2.766], [-4.680, 1.592, 2.314], [-4.970, -0.450, 0.014], [-5.783, 0.756, -0.974], [-5.728, 0.952, 0.765], [0.077, 1.293, 1.995], [1.207, 0.998, 2.725], [2.391, 0.516, 2.147], [3.455, 0.233, 3.023], [4.647, -0.248, 2.547], [4.849, -0.476, 1.190], [3.820, -0.202, 0.314], [2.580, 0.293, 0.743], [1.676, 0.558, -0.181], [5.730, -0.532, 3.505], [5.493, -0.388, 4.690], [6.769, -0.984, 3.068], [1.140, 1.222, 3.782], [3.338, 0.399, 4.087], [5.801, -0.855, 0.848], [3.950, -0.355, -0.751], [-0.031, -1.791, 2.663], [-1.193, -0.792, 2.811], [-1.372, -0.431, 4.295], [-2.494, -1.446, 2.319], [-1.083, 0.465, 1.979], [-0.372, -2.788, 2.956], [0.816, -1.531, 3.299], [0.321, -1.852, 1.632], [-1.517, -1.344, 4.881], [-2.251, 0.206, 4.439], [-0.502, 0.087, 4.701], [-2.713, -2.328, 2.927], [-2.412, -1.760, 1.277], [-3.341, -0.756, 2.405], [-1.939, 1.121, 2.098], [2.526, -0.874, -4.674], [2.266, -0.251, -3.316], [2.478, 1.245, -3.315], [0.886, -0.461, -2.881], [0.260, -1.901, -2.596], [-0.664, -2.686, -4.093], [-0.967, -1.669, -0.954], [1.556, -2.663, -2.082], [1.584, -3.786, -1.158], [0.801, -4.976, -1.674], [3.049, -4.095, -0.953], [3.563, -0.675, -4.956], [1.864, -0.442, -5.427], [2.372, -1.953, -4.665], [2.903, -0.714, -2.563], [1.884, 1.716, -4.103], [3.532, 1.461, -3.504], [2.208, 1.664, -2.343], [1.150, -3.426, -0.222], [1.195, -5.301, -2.639], [-0.257, -4.745, -1.804], [0.889, -5.795, -0.957], [3.490, -4.457, -1.884], [3.162, -4.866, -0.189], [3.588, -3.204, -0.630]],
  "multiplicity": 6,
  "s_squared": 8.796,
  "energy_ev": -79425.6816,
  "gap_ev": [6.84, 6.50],
  "max_force_ev_per_a": 0.8,
  "e_above_lowest_kcal_mol": 0.0
}



Entry 4:
{
  "formula": "C3H13O3S",
  "method": "ωB97M-V/def2-TZVPD",
  "species": ["C", "C", "C", "S", "H", "H", "H", "H", "H", "H", "H", "H", "H", "O", "H", "H", "O", "H", "H", "O"],
  "xyz": [[0.424, 1.746, 0.068], [0.319, 0.330, -0.558], [-0.139, -0.884, 0.303], [1.023, -1.141, 1.729], [0.310, 2.588, -0.756], [1.204, 1.873, 0.855], [-0.515, 1.991, 0.686], [-0.245, 0.325, -1.445], [1.329, -0.100, -1.046], [-0.215, -1.869, -0.269], [-1.241, -0.687, 0.475], [1.349, -1.267, -3.000], [0.210, -2.224, -2.863], [0.568, -1.578, -3.455], [0.755, -0.170, 5.122], [1.519, -0.744, 3.892], [1.618, -0.579, 4.919], [-2.200, 0.570, -1.230], [-3.019, 1.368, -1.826], [-3.054, 0.453, -1.599]],
  "energy_ev": -20299.5718,
  "gap_ev": 6.38,
  "max_force_ev_per_a": 3.7,
  "e_above_lowest_kcal_mol": 49.4,
  "total_charge": -1
}



Entry 5:
{
  "formula": "C6H12O",
  "method": "ωB97M-V/def2-TZVPD",
  "species": ["C", "C", "C", "C", "O", "C", "C", "H", "H", "H", "H", "H", "H", "H", "H", "H", "H", "H", "H"],
  "xyz": [[1.325, 1.148, -1.891], [0.018, 0.928, -1.132], [0.180, 0.025, 0.103], [0.442, -1.387, -0.364], [1.502, -1.961, -0.287], [-1.058, 0.070, 1.010], [-0.961, -0.870, 2.217], [1.164, 1.762, -2.784], [2.059, 1.660, -1.259], [1.771, 0.199, -2.208], [-0.391, 1.893, -0.805], [-0.738, 0.490, -1.800], [1.063, 0.341, 0.673], [-0.441, -1.886, -0.830], [-1.952, -0.169, 0.417], [-1.186, 1.106, 1.345], [-1.554, -0.503, 3.059], [0.076, -0.969, 2.560], [-1.320, -1.877, 1.978]],
  "energy_ev": -8463.9311,
  "gap_ev": 10.77,
  "smiles": "CCC(C=O)CC",
  "max_force_ev_per_a": 0.5,
  "e_above_lowest_kcal_mol": 9.7
}



Entry 6:
{
  "formula": "C6H10",
  "method": "ωB97M-V/def2-TZVPD",
  "species": ["C", "C", "C", "C", "C", "C", "H", "H", "H", "H", "H", "H", "H", "H", "H", "H"],
  "xyz": [[1.439, -0.243, 0.804], [0.489, -0.906, -0.165], [-0.891, -0.481, -0.400], [-1.559, 0.683, 0.300], [0.522, 1.043, -1.952], [0.154, -0.273, -1.560], [1.324, -0.684, 1.800], [1.274, 0.833, 0.895], [2.475, -0.395, 0.484], [0.670, -1.973, -0.280], [-1.584, -1.273, -0.676], [-2.271, 0.299, 1.039], [-0.852, 1.324, 0.831], [0.572, 1.663, -1.031], [-2.116, 1.305, -0.407], [0.057, -1.022, -2.346]],
  "energy_ev": -6379.8006,
  "gap_ev": 8.23,
  "max_force_ev_per_a": 0.8,
  "e_above_lowest_kcal_mol": 93.6
}